1.
The following is a DFT calculation (the ωB97M-V functional and the def2-TZVPD basis) of a 4-piece molecular cluster, C27H20O18S overall in a non-equilibrium geometry.

## Properties
* F_max: 2.931 eV Å⁻¹
* lowest unoccupied orbital energy: -1.69 eV
* gap between HOMO and LUMO: 7.835 eV
* HOMO energy: -9.53 eV
* structure (SMILES): O=C(O[C@@H]1COS(=O)(=O)O1)c1ccccc1.O=C1C=C(O)C(=O)C=C1O.O=C1C=C(O)C(=O)C=C1O.O=C1C=C(O)C(=O)C=C1O

ORCA input file:
```
! RIJCOSX wB97M-V def2-TZVPD def2/J DEFGRID3
* xyz 0 1
O -0.17 -0.87 0.40
C -0.25 -0.86 -0.79
O -1.18 -1.62 -1.50
C -0.81 -1.81 -2.85
C -1.85 -2.69 -3.69
O -1.39 -4.03 -3.96
S 0.21 -4.11 -3.58
O 0.47 -5.04 -2.51
O 1.12 -4.08 -4.71
O 0.39 -2.59 -2.94
C 0.72 0.12 -1.54
C 0.11 1.36 -2.02
C 0.97 2.29 -2.74
C 2.37 1.94 -2.94
C 2.97 0.68 -2.47
C 2.12 -0.24 -1.73
H -0.70 -0.91 -3.52
H -2.93 -2.58 -3.44
H -1.80 -2.20 -4.71
H -0.98 1.54 -1.82
H 0.54 3.24 -3.12
H 3.02 2.65 -3.50
H 4.03 0.43 -2.66
H 2.45 -1.21 -1.29
C 7.56 -2.44 0.34
C 6.40 -1.77 0.28
C 6.18 -0.66 -0.69
O 5.11 -0.09 -0.72
C 7.29 -0.29 -1.57
C 8.45 -0.96 -1.52
C 8.66 -2.09 -0.56
O 9.72 -2.68 -0.56
O 9.48 -0.64 -2.31
O 5.37 -2.08 1.10
H 7.73 -3.25 1.03
H 7.13 0.52 -2.26
H 10.20 -1.26 -2.08
H 4.66 -1.46 0.86
C -3.01 3.52 1.80
C -3.08 3.47 3.13
C -1.91 3.05 3.97
O -2.02 3.05 5.18
C -0.69 2.66 3.28
C -0.61 2.70 1.94
C -1.78 3.15 1.11
O -1.66 3.19 -0.10
O 0.51 2.35 1.29
O -4.21 3.80 3.79
H -3.85 3.82 1.19
H 0.15 2.35 3.89
H 0.31 2.46 0.34
H -4.01 3.69 4.74
C -6.90 -1.38 2.00
C -5.57 -1.30 1.94
C -4.82 -0.17 2.58
O -3.61 -0.15 2.52
C -5.59 0.87 3.24
C -6.93 0.80 3.30
C -7.67 -0.34 2.69
O -8.89 -0.38 2.78
O -7.66 1.75 3.91
O -4.84 -2.24 1.31
H -7.46 -2.19 1.55
H -5.04 1.69 3.68
H -8.59 1.47 3.81
H -3.91 -1.96 1.42
*
```

Here are the Mulliken charges for atoms 1 to 8, given in e: number 1, O, carries -0.53; number 2, C, carries 0.11; number 3, O, carries -0.36; number 4, C, carries 0.57; number 5, C, carries -0.50; number 6, O, carries -0.32; number 7, S, carries 1.03; number 8, O, carries -0.53



2.
The following is a DFT calculation (the ωB97M-V functional and the def2-TZVPD basis) of C27H21BrN4O3Ti as an isolated structure in a non-equilibrium geometry.

## Properties
* relative energy (zero: lowest compared OMol25 entry of this formula, charge and spin): 0.572 eV
* F_max: 4.014 eV Å⁻¹
* lowest unoccupied orbital energy (spin up / spin down): -0.51 / -0.75 eV
* gap between HOMO and LUMO (spin up / spin down): 5.579 / 7.350 eV
* HOMO energy (spin up / spin down): -6.09 / -8.10 eV

ORCA input file:
```
! RIJCOSX wB97M-V def2-TZVPD def2/J DEFGRID3
* xyz 0 3
Ti 0.68 -0.16 -0.24
C 1.74 -0.15 -4.46
O 0.94 1.01 -4.25
C -0.28 0.85 -3.64
C -1.35 1.56 -4.17
C -2.62 1.44 -3.63
C -2.84 0.61 -2.55
C -1.78 -0.07 -1.93
C -1.97 -0.89 -0.77
N -0.90 -1.18 -0.05
N -0.84 -2.04 0.98
C 0.42 -2.17 1.36
O 1.37 -1.46 0.76
C 0.80 -3.08 2.43
C -0.15 -3.74 3.21
C 0.26 -4.57 4.23
C 1.61 -4.78 4.47
C 2.56 -4.15 3.68
C 2.16 -3.31 2.66
C -0.46 0.06 -2.49
O 0.58 -0.57 -1.96
H 2.46 0.12 -5.23
H 1.13 -0.99 -4.80
H 2.27 -0.45 -3.55
H -1.16 2.21 -5.01
H -3.44 1.99 -4.06
H -3.84 0.49 -2.16
H -2.95 -1.27 -0.51
H -1.20 -3.57 3.01
H -0.47 -5.08 4.84
H 1.92 -5.43 5.28
H 3.61 -4.33 3.85
H 2.88 -2.81 2.03
Br -4.18 1.32 5.26
C -2.97 1.32 3.80
C -3.19 2.18 2.73
C -2.31 2.19 1.67
C -1.17 1.36 1.67
C -0.98 0.50 2.77
C -1.87 0.48 3.82
N -0.21 1.36 0.69
C -0.10 2.31 -0.26
C 1.07 2.32 -1.03
C 1.33 3.27 -2.05
C 2.51 3.23 -2.73
C 3.45 2.24 -2.39
C 3.14 1.33 -1.40
N 2.00 1.35 -0.72
H -4.04 2.84 2.74
H -2.51 2.84 0.83
H -0.09 -0.12 2.80
H -1.71 -0.18 4.66
H -0.84 3.10 -0.37
H 0.57 4.00 -2.27
H 2.72 3.94 -3.51
H 4.40 2.18 -2.90
H 3.84 0.55 -1.11
*
```

Here are the Mulliken charges for atoms 1 to 8, given in e: number 1, Ti, carries -0.40; number 2, C, carries -0.63; number 3, O, carries -0.36; number 4, C, carries -0.06; number 5, C, carries -0.43; number 6, C, carries -0.60; number 7, C, carries -0.93; number 8, C, carries 0.49



3.
The following is a DFT calculation (the ωB97M-V functional and the def2-TZVPD basis) of C27H21IO4PSTi as an isolated structure.

## Properties
* relative energy (zero: lowest compared OMol25 entry of this formula, charge and spin): 1.562 eV
* F_max: 0.631 eV Å⁻¹
* lowest unoccupied orbital energy: -4.52 eV
* gap between HOMO and LUMO: 7.191 eV
* HOMO energy: -11.71 eV

ORCA input file:
```
! RIJCOSX wB97M-V def2-TZVPD def2/J DEFGRID3
* xyz 1 1
Ti -2.10 -1.05 0.43
C -1.37 -1.77 2.58
C -1.92 -0.48 2.73
C -3.29 -0.55 2.39
C -3.58 -1.88 2.00
C -2.39 -2.63 2.11
H -0.33 -2.04 2.73
H -1.39 0.40 3.04
H -3.99 0.27 2.40
H -4.53 -2.25 1.63
H -2.27 -3.66 1.82
O -2.23 -2.60 -2.89
S -2.68 -2.67 -1.55
O -3.61 -3.66 -1.13
O -3.22 -1.25 -1.09
O -1.48 -2.63 -0.54
I -2.71 1.79 -0.04
C -1.09 3.07 0.42
C -1.56 4.29 0.84
C -0.68 5.36 1.05
C 0.65 5.19 0.79
C 1.15 3.94 0.35
C 2.53 3.84 0.05
C 3.07 2.67 -0.41
C 2.24 1.55 -0.52
C 0.90 1.57 -0.21
P 0.20 -0.11 -0.33
C 0.38 -0.54 -2.08
C 1.35 -1.42 -2.55
C 1.41 -1.69 -3.91
C 0.52 -1.08 -4.79
C -0.42 -0.18 -4.31
C -0.50 0.09 -2.96
C 1.28 -1.14 0.70
C 1.30 -2.53 0.52
C 1.98 -3.33 1.43
C 2.61 -2.76 2.53
C 2.59 -1.38 2.71
C 1.93 -0.57 1.80
C 0.28 2.80 0.19
H -2.62 4.44 1.00
H -1.07 6.31 1.38
H 1.35 6.00 0.90
H 3.14 4.72 0.18
H 4.12 2.61 -0.65
H 2.69 0.62 -0.85
H 2.06 -1.87 -1.88
H 2.15 -2.38 -4.29
H 0.57 -1.30 -5.85
H -1.12 0.30 -5.00
H -1.25 0.77 -2.59
H 0.78 -2.98 -0.30
H 2.01 -4.40 1.28
H 3.14 -3.39 3.24
H 3.08 -0.94 3.56
H 1.92 0.50 1.94
*
```

Here are the Mulliken charges for atoms 1 to 8, given in e: number 1, Ti, carries -0.20; number 2, C, carries -0.20; number 3, C, carries -0.43; number 4, C, carries -0.57; number 5, C, carries -0.40; number 6, C, carries -0.56; number 7, H, carries 0.53; number 8, H, carries 0.46



4.
The following is a DFT calculation (the ωB97M-V functional and the def2-TZVPD basis) of C27H21N4O2PtS2 as an isolated structure.

## Properties
* relative energy (zero: lowest compared OMol25 entry of this formula, charge and spin): 0.000 eV
* F_max: 0.423 eV Å⁻¹
* lowest unoccupied orbital energy (spin up / spin down): -5.93 / -9.12 eV
* gap between HOMO and LUMO (spin up / spin down): 8.090 / 4.902 eV
* HOMO energy (spin up / spin down): -14.02 / -14.02 eV

ORCA input file:
```
! RIJCOSX wB97M-V def2-TZVPD def2/J DEFGRID3
* xyz 2 2
Pt -0.05 0.02 0.22
O 0.90 -1.51 1.11
N 0.11 -2.37 1.76
C 0.72 -3.35 2.44
C -0.03 -4.27 3.13
C -1.42 -4.18 3.13
C -2.02 -3.16 2.42
C -1.23 -2.24 1.73
S -1.90 -0.92 0.82
H 1.80 -3.34 2.40
H 0.47 -5.06 3.68
H -2.02 -4.90 3.67
H -3.10 -3.04 2.39
O 1.63 0.62 -0.76
S 3.05 0.37 -0.15
C 3.96 1.79 -0.66
C 3.92 2.24 -1.98
C 4.68 3.34 -2.32
C 5.46 3.98 -1.36
C 5.49 3.52 -0.05
C 4.73 2.42 0.31
C 3.74 -0.91 -1.16
C 4.91 -1.49 -0.71
C 5.51 -2.48 -1.48
C 4.92 -2.87 -2.68
C 3.73 -2.29 -3.10
C 3.13 -1.30 -2.34
H 3.32 1.72 -2.72
H 4.67 3.71 -3.33
H 6.06 4.83 -1.64
H 6.11 4.02 0.69
H 4.73 2.05 1.34
H 5.37 -1.18 0.23
H 6.43 -2.93 -1.15
H 5.39 -3.64 -3.28
H 3.28 -2.61 -4.03
H 2.20 -0.84 -2.66
N -3.23 5.69 -8.15
C -2.96 5.24 -7.13
C -2.63 4.68 -5.85
C -1.66 3.69 -5.77
C -1.34 3.14 -4.54
C -1.99 3.59 -3.40
C -2.96 4.58 -3.47
C -3.27 5.13 -4.70
N -1.66 3.02 -2.12
C -1.89 3.59 -0.89
C -1.45 2.71 0.04
N -0.96 1.61 -0.62
C -1.09 1.82 -1.92
H -1.16 3.35 -6.66
H -0.56 2.39 -4.48
H -3.49 4.92 -2.59
H -4.03 5.90 -4.77
H -2.32 4.57 -0.77
H -1.46 2.79 1.12
H -0.81 1.14 -2.69
*
```

Here are the Mulliken charges for atoms 1 to 8, given in e: number 1, Pt, carries 0.91; number 2, O, carries -0.46; number 3, N, carries 0.29; number 4, C, carries -0.24; number 5, C, carries -0.64; number 6, C, carries -0.24; number 7, C, carries -0.70; number 8, C, carries 0.72



Which value of F_max does entry 4 give?
0.423 eV Å⁻¹



Please write out number 2 again, unchanged.
The following is a DFT calculation (the ωB97M-V functional and the def2-TZVPD basis) of C27H21BrN4O3Ti as an isolated structure in a non-equilibrium geometry.

## Properties
* relative energy (zero: lowest compared OMol25 entry of this formula, charge and spin): 0.572 eV
* F_max: 4.014 eV Å⁻¹
* lowest unoccupied orbital energy (spin up / spin down): -0.51 / -0.75 eV
* gap between HOMO and LUMO (spin up / spin down): 5.579 / 7.350 eV
* HOMO energy (spin up / spin down): -6.09 / -8.10 eV

ORCA input file:
```
! RIJCOSX wB97M-V def2-TZVPD def2/J DEFGRID3
* xyz 0 3
Ti 0.68 -0.16 -0.24
C 1.74 -0.15 -4.46
O 0.94 1.01 -4.25
C -0.28 0.85 -3.64
C -1.35 1.56 -4.17
C -2.62 1.44 -3.63
C -2.84 0.61 -2.55
C -1.78 -0.07 -1.93
C -1.97 -0.89 -0.77
N -0.90 -1.18 -0.05
N -0.84 -2.04 0.98
C 0.42 -2.17 1.36
O 1.37 -1.46 0.76
C 0.80 -3.08 2.43
C -0.15 -3.74 3.21
C 0.26 -4.57 4.23
C 1.61 -4.78 4.47
C 2.56 -4.15 3.68
C 2.16 -3.31 2.66
C -0.46 0.06 -2.49
O 0.58 -0.57 -1.96
H 2.46 0.12 -5.23
H 1.13 -0.99 -4.80
H 2.27 -0.45 -3.55
H -1.16 2.21 -5.01
H -3.44 1.99 -4.06
H -3.84 0.49 -2.16
H -2.95 -1.27 -0.51
H -1.20 -3.57 3.01
H -0.47 -5.08 4.84
H 1.92 -5.43 5.28
H 3.61 -4.33 3.85
H 2.88 -2.81 2.03
Br -4.18 1.32 5.26
C -2.97 1.32 3.80
C -3.19 2.18 2.73
C -2.31 2.19 1.67
C -1.17 1.36 1.67
C -0.98 0.50 2.77
C -1.87 0.48 3.82
N -0.21 1.36 0.69
C -0.10 2.31 -0.26
C 1.07 2.32 -1.03
C 1.33 3.27 -2.05
C 2.51 3.23 -2.73
C 3.45 2.24 -2.39
C 3.14 1.33 -1.40
N 2.00 1.35 -0.72
H -4.04 2.84 2.74
H -2.51 2.84 0.83
H -0.09 -0.12 2.80
H -1.71 -0.18 4.66
H -0.84 3.10 -0.37
H 0.57 4.00 -2.27
H 2.72 3.94 -3.51
H 4.40 2.18 -2.90
H 3.84 0.55 -1.11
*
```

Here are the Mulliken charges for atoms 1 to 8, given in e: number 1, Ti, carries -0.40; number 2, C, carries -0.63; number 3, O, carries -0.36; number 4, C, carries -0.06; number 5, C, carries -0.43; number 6, C, carries -0.60; number 7, C, carries -0.93; number 8, C, carries 0.49



Look up the F_max of the third one.
0.631 eV Å⁻¹